Computed, not measured: C32H53FeNP2 as an isolated structure at a distorted geometry, with wB97M-V/def2-TZVPD.

```
89
Properties=species:S:1:pos:R:3:forces:R:3:mulliken_charge:R:1
Fe -0.009 -0.667 1.221 -1.740 1.948 1.248 -1.179
C -0.855 -2.506 2.019 1.041 -0.579 0.794 0.744
C 0.442 -2.769 1.447 0.034 -0.055 1.011 0.145
C 0.722 -1.342 3.251 -0.124 -1.165 0.012 0.945
C -0.657 -1.683 3.168 0.523 -0.806 0.164 -0.135
C 1.416 -2.000 2.180 -0.814 -1.064 0.745 0.562
C -2.132 -3.170 1.655 -0.370 -0.076 -0.138 -1.617
H -2.106 -3.533 0.624 -0.105 -0.011 0.133 0.346
H -2.973 -2.475 1.760 0.044 -0.178 -0.072 0.386
H -2.335 -4.029 2.314 0.069 0.196 -0.183 0.312
C -1.660 -1.452 4.235 -0.327 0.351 0.407 -1.578
H -2.689 -1.552 3.871 0.222 0.151 0.075 0.402
H -1.536 -0.469 4.711 -0.145 -0.170 -0.200 0.196
H -1.533 -2.201 5.037 0.027 0.152 -0.286 0.349
C 1.343 -0.635 4.396 0.087 0.484 0.345 -1.110
H 1.359 -1.275 5.294 -0.026 0.092 -0.301 0.315
H 0.768 0.265 4.659 0.270 -0.322 -0.077 -0.032
H 2.380 -0.348 4.184 -0.251 0.018 0.087 0.391
C 2.896 -2.101 2.064 0.406 0.046 -0.046 -1.621
H 3.291 -2.806 2.813 -0.097 0.221 -0.219 0.361
H 3.373 -1.129 2.245 0.016 -0.217 -0.075 0.372
H 3.205 -2.465 1.078 -0.015 0.064 0.221 0.382
C 0.736 -3.851 0.477 0.099 -0.382 -0.354 -1.333
H 0.899 -4.805 1.008 -0.047 0.323 -0.141 0.276
H 1.648 -3.643 -0.093 -0.229 -0.218 0.044 0.401
H -0.103 -4.011 -0.211 0.312 -0.070 0.110 0.428
C -1.669 0.485 -5.184 -0.307 -0.551 0.112 -0.120
C -1.718 -0.854 -5.214 -0.474 0.695 -0.372 -0.544
C -0.968 -1.718 -6.188 0.372 -0.378 0.054 -0.823
C 0.458 -1.259 -6.594 -0.072 -0.532 -0.406 -0.945
C 1.307 -0.794 -5.447 0.294 0.336 0.399 -0.071
C 1.356 0.445 -4.940 0.391 -0.458 -0.608 -0.607
C 0.599 1.627 -5.475 -0.313 0.320 0.143 -0.635
C -0.815 1.360 -6.053 0.081 0.645 -0.124 -1.029
H -1.555 -1.860 -7.114 0.082 0.027 0.370 0.329
H 0.409 -0.550 -7.433 0.168 -0.141 0.467 0.333
H -0.858 -2.715 -5.739 -0.152 0.131 -0.112 0.309
H -0.748 1.027 -7.099 -0.165 -0.038 0.481 0.394
H -2.336 1.041 -4.514 0.224 -0.340 -0.066 0.386
H -2.447 -1.385 -4.589 0.242 0.314 -0.167 0.797
H -1.313 2.342 -6.074 0.181 -0.264 -0.235 0.410
H 0.471 2.345 -4.651 0.133 -0.056 -0.156 0.294
H 2.087 0.678 -4.154 -0.249 -0.201 -0.207 0.562
H 1.189 2.149 -6.249 -0.081 -0.165 0.323 0.372
H 0.950 -2.164 -6.986 -0.162 0.364 -0.106 0.386
H 1.961 -1.574 -5.036 -0.199 0.367 0.080 0.387
P -1.249 -0.460 -0.835 -0.732 -0.035 -1.678 1.733
C -2.754 0.379 -1.391 -0.533 0.178 -0.076 -1.333
C -1.262 -1.986 -1.833 -0.039 -0.152 -0.330 -0.667
P 1.377 0.091 -0.370 1.725 0.717 -2.027 1.158
C 0.090 0.556 -1.606 0.081 -0.311 0.417 -0.525
C 2.393 -1.129 -1.257 0.379 -0.048 -0.307 -1.288
C 2.464 1.507 -0.136 0.437 0.341 -0.091 -1.005
H -2.808 1.391 -0.970 0.029 -0.308 0.069 0.366
H -3.625 -0.198 -1.044 0.136 0.257 -0.193 0.440
H -2.763 0.471 -2.492 0.013 -0.238 0.458 0.142
H -1.279 -1.762 -2.909 -0.028 -0.030 0.331 -0.378
H -2.163 -2.549 -1.560 0.123 0.072 -0.111 0.454
H -0.403 -2.628 -1.624 -0.077 0.233 -0.002 0.120
H 2.655 1.983 -1.110 0.104 -0.091 0.353 0.485
H 3.407 1.142 0.301 -0.252 0.243 -0.148 0.411
H 2.014 2.233 0.553 0.111 -0.260 -0.322 0.048
H -0.147 1.629 -1.555 0.026 -0.315 0.058 0.617
H 0.328 0.246 -2.636 -0.085 0.198 0.302 -0.676
H 3.358 -1.209 -0.740 -0.181 -0.002 -0.209 0.420
H 2.554 -0.815 -2.297 0.062 -0.055 0.258 0.353
H 1.933 -2.123 -1.262 0.001 0.342 -0.025 0.123
C 2.064 4.257 4.346 -0.011 -0.356 -0.074 -1.023
N 0.982 3.322 4.158 -0.420 0.135 -0.613 0.263
C 0.530 2.699 5.373 0.336 0.004 0.365 -1.033
C 0.978 2.542 2.921 0.601 0.249 0.375 -0.838
C -0.443 2.221 2.522 -0.665 0.376 -0.246 1.191
C -1.311 3.293 2.758 -0.521 0.172 0.181 -0.680
C -2.690 3.164 2.637 0.213 -0.193 -0.159 -0.817
C -3.206 1.929 2.245 -0.006 -0.372 -0.202 -1.080
C -2.338 0.876 1.911 -0.486 0.619 0.040 -0.019
C -0.940 1.021 1.972 0.158 0.103 0.618 1.011
H 3.018 3.737 4.540 0.099 0.256 0.046 0.315
H 1.814 4.883 5.215 0.251 -0.033 -0.320 0.316
H 2.167 4.878 3.446 0.070 -0.052 0.292 0.296
H -0.416 2.152 5.246 0.266 0.205 -0.088 0.192
H 1.293 2.014 5.791 -0.206 -0.003 0.056 0.316
H 0.383 3.495 6.122 -0.121 -0.354 -0.206 0.415
H 1.430 3.193 2.155 -0.068 -0.070 0.220 0.528
H 1.617 1.643 2.975 -0.111 -0.053 -0.069 0.162
H -0.887 4.234 3.123 -0.191 -0.382 -0.145 0.372
H -3.338 4.011 2.872 0.136 -0.332 -0.132 0.425
H -4.283 1.779 2.164 0.236 0.037 0.108 0.447
H -2.796 -0.083 1.610 0.285 0.498 0.056 0.345
```
Positions in Å, forces in eV/Å.

Spin multiplicity: 6
Total charge: +1
Energy relative to the best compared isomer or geometry (same formula, charge and spin): 0.000 eV
Electronic energy: -3251.9556 Ha